Record 1
Computed, not measured: a gas-phase ion, C7H10NO (charge +1), with ωB97M-V/def2-TZVPD.

Calculated values
total energy: -402.2406 Ha
E_LUMO (spin up / spin down): -4.610 / -3.394 eV
E_HOMO (spin up / spin down): -0.4356 / -0.4423 hartree
max |F|: 6.365 eV/A
Kohn-Sham gap (spin up / spin down): 7.2 / 8.6 eV

The geometry in ORCA input format:
```
! wB97M-V def2-TZVPD RIJCOSX def2/J DEFGRID3
* xyz 1 1
C 1.20504 0.47139 -2.00530
C -0.47858 -1.04576 2.51157
C 1.03133 0.80664 -0.72432
C 0.62376 -1.63263 2.81345
C -0.14203 0.08630 -2.55551
C -0.36125 0.47857 2.02653
C -0.17724 0.46750 -0.29257
N -0.95087 -0.24005 -1.35093
O -0.89509 0.67968 0.81799
H 2.03820 0.84410 -2.69622
H -1.39825 -1.50178 2.58288
H 1.97014 1.16375 -0.19295
H 1.64814 -1.36866 3.08448
H -0.54023 0.91766 -3.04429
H -0.20969 -0.71724 -3.17582
H -1.05342 1.05886 2.70756
H 0.60437 0.75477 2.10273
H -1.99553 0.05467 -1.30475
H -0.91880 -1.27777 -1.30454
*
```

***

Record 2
Computed, not measured: C6H9N in the gas phase, with ωB97M-V/def2-TZVPD.

Calculated values
total energy: -288.6847 Ha
E_LUMO: 1.053 eV
E_HOMO: -0.3395 hartree
max |F|: 0.366 eV/A
Kohn-Sham gap: 10.3 eV
SMILES: [H]/N=C(\C)[C@@H]1C=C1C

The geometry in ORCA input format:
```
! wB97M-V def2-TZVPD RIJCOSX def2/J DEFGRID3
* xyz 0 1
H 1.81545 0.99994 1.89792
N 0.99035 1.09288 1.30201
C 1.10907 0.35832 0.26748
C 2.29092 -0.53428 -0.03493
C 0.00252 0.35002 -0.75002
C -1.07576 1.38804 -0.67189
C -1.43739 0.19972 -0.32941
C -2.41080 -0.79369 0.17129
H 3.15035 -0.28899 0.59613
H 2.02404 -1.58327 0.14151
H 2.59057 -0.45466 -1.08518
H 0.30742 -0.04345 -1.72678
H -1.26348 2.44433 -0.77848
H -3.39004 -0.33689 0.33976
H -2.05728 -1.22595 1.11311
H -2.52368 -1.61349 -0.54687
*
```

***

Record 3
Computed, not measured: a gas-phase ion, C5H8N5O (charge +1), with ωB97M-V/def2-TZVPD.

Calculated values
total energy: -543.9116 Ha
E_LUMO (spin up / spin down): -5.288 / -5.290 eV
E_HOMO (spin up / spin down): -0.4704 / -0.4702 hartree
max |F|: 6.152 eV/A
Kohn-Sham gap (spin up / spin down): 7.5 / 7.5 eV

The geometry in ORCA input format:
```
! wB97M-V def2-TZVPD RIJCOSX def2/J DEFGRID3
* xyz 1 1
C -1.52053 -0.06352 -1.33516
C -0.90202 -1.17092 -0.87536
C -1.20586 1.03309 0.79644
C -0.13770 -3.15812 -1.02301
C 2.12627 2.24811 0.83012
N -0.63464 -2.22168 -1.77448
N -0.44151 -1.46299 0.34387
N -1.54499 1.05246 -0.52314
N 0.08962 -2.71216 0.22780
N -0.18172 1.54860 1.27058
O 0.76129 2.34975 0.50163
H -1.86410 -0.09319 -2.34372
H 0.06790 -4.07772 -1.59833
H 2.72647 1.48476 0.32698
H 2.09902 2.03416 1.89183
H 2.56191 3.30599 0.65128
H -2.23506 1.75156 -0.73440
H 0.23021 -3.34676 1.06080
H 0.00543 1.49858 2.30626
*
```

***

Record 4
Computed, not measured: 2 unconnected molecules or ions with the total composition CH2O4, with ωB97M-V/def2-TZVPD.

Calculated values
total energy: -340.0487 Ha
E_LUMO (spin up / spin down): -0.555 / -0.555 eV
E_HOMO (spin up / spin down): -0.3166 / -0.3954 hartree
max |F|: 2.588 eV/A
Kohn-Sham gap (spin up / spin down): 8.1 / 10.2 eV

The geometry in ORCA input format:
```
! wB97M-V def2-TZVPD RIJCOSX def2/J DEFGRID3
* xyz 0 1
C -0.19322 -0.32495 1.00268
O -0.89975 0.08238 1.88724
O 0.76547 0.79458 -1.13970
O 0.57727 -1.34187 0.71518
O -0.14229 1.64916 -1.57405
H 0.68633 -2.14956 1.33536
H -0.79380 1.29025 -2.22671
*
```

***

Record 5
Computed, not measured: 5 unconnected molecules or ions with the total composition C27H72BN5O11PS, with ωB97M-V/def2-TZVPD.

Calculated values
total energy: -2937.4229 Ha
E_LUMO: -3.413 eV
E_HOMO: -0.3532 hartree
max |F|: 2.266 eV/A
Kohn-Sham gap: 6.2 eV

The geometry in ORCA input format:
```
! wB97M-V def2-TZVPD RIJCOSX def2/J DEFGRID3
* xyz 1 1
C -6.33128 1.90576 -2.50074
P -7.22037 2.88529 -3.74085
O -8.11400 1.75300 -4.47302
S -8.57394 3.98422 -2.34556
C -10.27772 3.93448 -3.04956
C -11.14808 3.16192 -2.04846
N -10.93498 3.67954 -0.70831
B -7.94533 5.76596 -2.36005
O -7.38784 6.22231 -1.23415
O -8.07889 6.50040 -3.44190
H -6.10291 2.52614 -1.64772
H -7.00277 1.12354 -2.17634
H -5.43618 1.49049 -2.93452
H -8.68376 2.15831 -5.14455
H -10.60432 4.95850 -3.11456
H -10.20106 3.44299 -4.00548
H -10.82520 2.13239 -2.07296
H -12.18166 3.21106 -2.35560
H -10.65678 2.96918 -0.05376
H -11.71583 4.21368 -0.36319
H -6.89807 5.51314 -0.78816
H -7.57373 7.32360 -3.32037
C -1.72958 -4.40974 -2.62483
O -1.11703 -3.34878 -3.33882
C -1.02244 -3.55451 -4.74493
C -1.96833 -2.64132 -5.49517
N -3.35738 -3.02676 -5.28090
C -4.33510 -2.04843 -5.73622
C -4.30287 -0.67230 -5.08611
O -4.67123 -0.68089 -3.71902
C -3.61576 -1.04244 -2.83649
H -1.56678 -4.22902 -1.56332
H -2.80970 -4.44993 -2.80111
H -1.28472 -5.37207 -2.88911
H -1.18733 -4.60173 -5.01009
H -0.00020 -3.29563 -5.03267
H -1.74376 -2.68958 -6.56444
H -1.76748 -1.61648 -5.15254
H -3.50335 -3.18507 -4.29252
H -5.32178 -2.47978 -5.55039
H -4.24036 -1.92841 -6.81996
H -5.04768 -0.05455 -5.59814
H -3.33976 -0.16518 -5.21959
H -2.64771 -0.69819 -3.20876
H -3.59269 -2.12025 -2.66903
H -3.80125 -0.57431 -1.86965
C -0.95051 -1.35103 4.71180
O -0.70629 -0.28669 3.81203
C 0.60025 -0.28742 3.24562
C 0.57264 -0.64826 1.77661
N 0.22601 -2.05100 1.57494
C -0.07212 -2.40512 0.19067
C -1.25154 -1.72296 -0.49295
O -2.52313 -2.08401 0.02408
C -2.93338 -1.37825 1.18039
H -1.88688 -1.13862 5.22525
H -1.05524 -2.30978 4.19168
H -0.15410 -1.43103 5.45624
H 1.27644 -0.94063 3.80314
H 0.97857 0.73526 3.33589
H 1.55838 -0.45858 1.34513
H -0.14800 0.02461 1.28928
H -0.57795 -2.27907 2.14372
H -0.26446 -3.48111 0.17714
H 0.82584 -2.23658 -0.41150
H -1.25349 -2.05875 -1.53436
H -1.14396 -0.63119 -0.52466
H -2.56127 -0.35043 1.18588
H -2.61834 -1.88854 2.09336
H -4.02467 -1.35423 1.18233
C 7.18836 1.39727 -2.68065
O 7.52236 1.67872 -1.33538
C 7.38659 3.04527 -0.96710
C 6.21509 3.25145 -0.03088
N 4.94132 3.05955 -0.71425
C 3.78361 2.98711 0.17234
C 3.72396 1.85796 1.19628
O 3.55643 0.56837 0.63672
C 4.74759 -0.05103 0.17836
H 7.51812 0.38225 -2.89446
H 6.10731 1.44918 -2.85308
H 7.69512 2.08138 -3.36642
H 7.31104 3.69117 -1.84599
H 8.29999 3.31779 -0.43218
H 6.25388 4.26833 0.37013
H 6.34253 2.55201 0.80611
H 4.98357 2.20801 -1.25668
H 2.90324 2.89273 -0.46846
H 3.69138 3.94242 0.69872
H 2.83394 2.02951 1.80991
H 4.57453 1.87227 1.88797
H 5.61558 0.22313 0.78273
H 4.93626 0.18276 -0.87218
H 4.60916 -1.13100 0.24416
C 7.40431 -3.64965 6.57820
O 7.95535 -2.54696 5.88424
C 7.92409 -2.66613 4.46840
C 6.92113 -1.71252 3.85457
N 5.55099 -2.10617 4.15750
C 4.54430 -1.10302 3.81958
C 4.60782 0.24880 4.52538
O 4.30467 0.19806 5.90527
C 5.37928 -0.16219 6.75575
H 7.66269 -3.53710 7.62951
H 6.31218 -3.68021 6.49584
H 7.81898 -4.59384 6.21515
H 7.73267 -3.69680 4.15764
H 8.91890 -2.38994 4.10879
H 7.05699 -1.70410 2.76855
H 7.15456 -0.70833 4.23318
H 5.47857 -2.31438 5.14367
H 3.57250 -1.54649 4.04904
H 4.56876 -0.94278 2.73812
H 3.83107 0.87780 4.08038
H 5.55678 0.77302 4.35457
H 6.33945 0.19404 6.37569
H 5.42041 -1.24344 6.91041
H 5.19877 0.29858 7.72674
*
```